Molecular formula: C5H13NO2
Method: DFT, ωB97M-V/def2-TZVPD

Computed properties:
HOMO energy (spin up / spin down) (eV): -14.3643 / -14.3586
2S+1: 2
Charge: +1
Lowest unoccupied orbital energy (spin up / spin down) (eV): -3.9 / -8.2

Cartesian coordinates (Å):
C  0.888  0.427  2.803
C  -0.247  0.546  1.817
N  0.174  0.432  0.416
C  -0.617  1.118  -0.594
C  0.273  -1.052  -0.024
C  1.301  -1.022  -1.117
O  0.956  -1.351  -2.226
H  1.431  1.344  2.942
H  0.529  0.066  3.762
H  1.614  -0.315  2.429
H  -1.052  -0.187  2.023
H  -0.622  1.611  1.851
H  -0.003  1.944  -0.985
H  -0.875  0.452  -1.433
H  -1.475  1.680  -0.183
H  -0.689  -1.426  -0.341
H  0.633  -1.568  0.878
H  2.362  -0.812  -0.932
H  -1.765  0.011  -4.099
H  -0.988  -1.028  -3.275
O  -1.826  -0.871  -3.712